This record from OMol25 describes a molecular structure, C44H31F15IrN3O8PS2SbSe in a non-equilibrium geometry. The level of theory is ωB97M-V/def2-TZVPD.

```
! RIJCOSX wB97M-V def2-TZVPD def2/J DEFGRID3
* xyz 0 1
Ir -0.21613 0.61622 -0.64575
F -0.07463 -3.59784 -3.77899
C 0.00211 -2.86270 -2.67102
F -1.19675 -2.32855 -2.45069
F 0.36122 -3.63571 -1.66553
S 1.27822 -1.56661 -2.99270
O 1.39280 -0.64898 -1.85044
O 2.43450 -2.31850 -3.32055
N 0.67287 -0.82222 -4.24398
S -0.10755 0.51545 -4.16252
O -0.59850 0.88744 -2.80248
O 0.47647 1.58890 -4.89368
C -1.66366 0.10604 -5.04529
F -2.34008 -0.82847 -4.38062
F -2.40951 1.20597 -5.11220
F -1.39317 -0.32428 -6.26247
N 1.78783 0.98170 1.64710
C 3.00641 1.40685 1.97815
C 3.57195 1.98969 0.85734
C 2.61244 1.84834 -0.14043
N 1.53504 1.23182 0.34860
H 1.17033 0.35314 2.18044
H 3.39374 1.25744 2.97330
H 4.54744 2.43356 0.76979
H 2.64608 2.14411 -1.17612
O 0.33719 -1.24493 2.56318
Se -0.98116 -1.06551 1.61643
O -1.14229 0.60729 1.31449
O -0.62258 -1.49641 0.02973
O -2.30964 -1.78690 2.16408
F -2.22165 5.80283 -6.06896
C -3.29114 5.23743 -5.49711
F -3.93559 4.53343 -6.43999
F -4.11550 6.23259 -5.11872
C -2.92206 4.37633 -4.31696
C -1.65300 4.45099 -3.75739
C -1.37132 3.71558 -2.62190
C -2.35336 2.90807 -2.04664
C -3.60766 2.80856 -2.63608
C -3.89293 3.55473 -3.77056
P -1.95332 2.05079 -0.51105
C -1.84315 3.42917 0.66764
C -0.99488 3.39392 1.77496
C -0.86120 4.51265 2.58684
C -1.56964 5.66324 2.29299
C -2.42868 5.70532 1.20462
C -2.56174 4.59651 0.39129
C -1.40208 6.91268 3.11919
F -0.88618 7.91009 2.37986
F -2.58177 7.34586 3.59364
F -0.58880 6.72703 4.16572
C -3.39345 1.04501 -0.12834
C -3.55642 -0.14144 -0.84654
C -4.59782 -0.99490 -0.53637
C -5.47397 -0.65696 0.48668
C -5.32758 0.52633 1.18907
C -4.27795 1.38100 0.88568
C -6.61318 -1.59197 0.80112
F -7.15996 -1.33937 1.99735
F -6.22059 -2.87139 0.79128
F -7.59453 -1.47450 -0.11645
H -0.89615 5.07718 -4.20749
H -0.38265 3.76479 -2.17981
H -4.36792 2.16724 -2.21074
H -4.87189 3.49567 -4.22836
H -0.45062 2.49501 2.00756
H -0.19826 4.48785 3.44007
H -2.98404 6.60842 0.98659
H -3.22651 4.64477 -0.46069
H -2.86373 -0.40738 -1.63775
H -4.72209 -1.92460 -1.07527
H -6.02070 0.77576 1.97981
H -4.14458 2.29488 1.45052
C 6.43164 -3.92923 -1.50821
C 5.56586 -4.91762 -1.06143
C 4.39830 -4.57361 -0.38912
C 4.08790 -3.23370 -0.14116
C 4.95626 -2.25141 -0.62158
C 6.12406 -2.59366 -1.29208
Sb 2.34670 -2.55298 0.94497
C 1.62619 -4.41629 1.69955
C 2.49642 -5.30233 2.33993
C 2.02446 -6.49708 2.86580
C 0.67450 -6.81269 2.77048
C -0.19941 -5.93440 2.14885
C 0.27531 -4.74284 1.61206
C 3.44178 -2.06775 2.74930
C 2.81965 -2.19401 3.99385
C 3.45280 -1.75874 5.15269
C 4.72690 -1.20808 5.09080
C 5.37257 -1.11584 3.86610
C 4.72879 -1.53231 2.70505
H 7.33718 -4.19846 -2.03743
H 5.80041 -5.96072 -1.23672
H 3.72547 -5.35621 -0.05951
H 4.70475 -1.20108 -0.49429
H 6.79125 -1.81921 -1.65137
H 3.54626 -5.05099 2.43958
H 2.70867 -7.18027 3.35428
H 0.30494 -7.74100 3.18809
H -1.25405 -6.17162 2.08163
H -0.42289 -4.06398 1.13412
H 1.82559 -2.62054 4.05800
H 2.94667 -1.84742 6.10668
H 5.21478 -0.86015 5.99303
H 6.37940 -0.71795 3.81182
H 5.25019 -1.45143 1.75984
*
```

Calculated values
- Energy relative to the best compared isomer or geometry (same formula, charge and spin): 61.7 kcal per mole
- Orbital gap (alpha / beta): 5.2800 / 5.5234 eV
- LUMO level (alpha / beta): -2.5 / -2.2 eV
- Molar mass: 1502.8 Da